Here is a molecular structure, C33H32CaI2N5 from the Open Molecules 2025 dataset. Energies are from ωB97M-V/def2-TZVPD.

Results
Energy relative to the best compared isomer or geometry (same formula, charge and spin), kJ/mol: 32.8
Highest occupied orbital energy, eV: -9.13
Net charge: +1
Kohn-Sham gap, eV: 6.6

Last column: natural (NBO) charge in e.
Atoms and positions in Å:
Ca: 0.04951 -0.11495 0.59719  1.755
C: -1.94514 -1.28654 2.72642  -0.238
C: -1.74675 -0.08726 3.66974  -0.459
C: -1.58059 1.32598 3.11604  0.240
C: -2.28958 2.38361 3.67319  -0.238
C: -1.98164 3.68152 3.30497  -0.129
C: -0.97417 3.90759 2.38259  -0.249
C: -0.35877 2.81121 1.81867  0.044
N: -0.65187 1.54745 2.17139  -0.573
N: -0.71953 -1.83754 2.07737  -0.512
C: 0.31769 -2.24471 3.06221  -0.266
C: 1.40809 -1.20007 3.28792  0.210
C: 2.10953 -1.13830 4.47851  -0.253
C: 3.17049 -0.25179 4.57893  -0.131
C: 3.51163 0.53113 3.48791  -0.251
C: 2.76458 0.40855 2.33241  0.069
N: 1.72304 -0.43101 2.23659  -0.553
C: -1.09326 -2.97606 1.19186  -0.261
C: -1.92185 -2.56743 -0.02396  0.205
C: -2.99056 -3.33515 -0.44140  -0.250
C: -3.61443 -2.99868 -1.63654  -0.146
C: -3.16530 -1.90854 -2.35775  -0.201
C: -2.11697 -1.16318 -1.84764  0.046
N: -1.50721 -1.48099 -0.69730  -0.559
H: -2.65456 -1.01846 1.94205  0.225
H: -2.40388 -2.08996 3.31306  0.197
H: -0.88979 -0.27835 4.32331  0.234
H: -2.61045 -0.07334 4.33253  0.238
H: -3.05874 2.18546 4.40882  0.231
H: -2.51668 4.51524 3.74425  0.235
H: -0.68092 4.90723 2.08892  0.241
H: 0.41865 2.93658 1.06937  0.214
H: 0.80920 -3.13585 2.67272  0.232
H: -0.13215 -2.54017 4.01370  0.206
H: 1.83147 -1.77667 5.31013  0.229
H: 3.73564 -0.18439 5.50149  0.233
H: 4.34614 1.21816 3.52456  0.239
H: 2.99207 0.97139 1.43247  0.234
H: -1.62320 -3.75291 1.75189  0.200
H: -0.17276 -3.42226 0.81428  0.229
H: -3.31265 -4.18942 0.14283  0.231
H: -4.44641 -3.59004 -1.99979  0.232
H: -3.61309 -1.62724 -3.30152  0.229
H: -1.73870 -0.28880 -2.37005  0.237
I: -2.93583 2.51468 -0.63604  0.157
C: -4.85644 1.68275 -0.76924  -0.733
I: -5.19843 0.09115 0.56237  0.144
H: -4.99107 1.31985 -1.77840  0.235
H: -5.56237 2.46280 -0.51965  0.238
N: 1.44804 0.34136 -0.92509  -1.017
C: 1.83604 0.45165 -2.11930  0.238
C: 3.29118 0.32183 -2.53596  -0.045
C: 4.14109 -0.46399 -1.76434  -0.204
C: 5.48576 -0.58102 -2.08202  -0.218
C: 6.00257 0.10476 -3.17726  -0.206
C: 5.16435 0.89560 -3.95233  -0.213
C: 3.81265 0.99264 -3.63829  -0.213
C: 0.82214 0.65794 -3.22542  -0.105
C: 0.75005 -0.23440 -4.29266  -0.156
C: -0.27264 -0.14124 -5.22773  -0.227
C: -1.22178 0.87289 -5.12781  -0.234
C: -1.13963 1.78573 -4.08333  -0.216
C: -0.12638 1.66864 -3.13686  -0.223
H: 3.72601 -0.97355 -0.90211  0.215
H: 6.13333 -1.20633 -1.47852  0.212
H: 7.05318 0.01739 -3.42764  0.216
H: 5.56165 1.43429 -4.80410  0.217
H: 3.16061 1.60197 -4.25646  0.216
H: 1.49529 -1.01803 -4.37897  0.215
H: -0.32336 -0.85334 -6.04253  0.219
H: -2.00664 0.95932 -5.86973  0.218
H: -1.86352 2.58847 -4.00690  0.215
H: -0.06196 2.36514 -2.30798  0.210


Here is a single C6H10 molecule from the Open Molecules 2025 dataset. Energies are from ωB97M-V/def2-TZVPD.

Results
Energy relative to the best compared isomer or geometry (same formula, charge and spin), kJ/mol: 379.3
Highest occupied orbital energy (spin up / spin down), eV: -8.09 / -8.09
Kohn-Sham gap (spin up / spin down), eV: 7.5 / 7.5

Last column: natural (NBO) charge in e.
Atoms and positions in Å:
C: -0.51182 -2.14666 0.62242  -0.599
C: 0.51305 -1.02378 0.76244  -0.433
C: -0.40350 1.12605 -0.03950  0.080
C: -0.33378 2.48475 -0.63452  -0.685
C: 0.44047 0.07905 -0.28339  -0.252
C: 1.14729 0.13828 -1.52654  -0.155
H: -1.52861 -1.74327 0.55481  0.201
H: -0.32719 -2.74887 -0.27263  0.209
H: -0.47323 -2.80849 1.49408  0.210
H: 0.40001 -0.55982 1.75199  0.198
H: 1.52777 -1.43931 0.73548  0.213
H: -1.15503 0.99645 0.74746  0.185
H: 0.21840 3.08370 0.10542  0.239
H: 0.22867 2.48451 -1.56757  0.266
H: -1.31604 2.95241 -0.74250  0.222
H: 1.57354 -0.87499 -1.70747  0.100


Here is a single C3H6O3 molecule from the Open Molecules 2025 dataset. Energies are from ωB97M-V/def2-TZVPD.

Results
Energy relative to the best compared isomer or geometry (same formula, charge and spin), kJ/mol: 105.0
Highest occupied orbital energy, eV: -10.66
SMILES string: C[C@@H](O)C(=O)O
Kohn-Sham gap, eV: 11.2

Last column: natural (NBO) charge in e.
Atoms and positions in Å:
C: 1.02716 0.85199 0.40402  -0.644
C: 0.39743 -0.15943 -0.49161  -0.025
O: 1.05221 -1.40110 -0.58902  -0.693
C: -1.00784 -0.42293 0.00840  0.786
O: -1.25415 -1.44162 0.55368  -0.571
O: -1.96479 0.48706 -0.55632  -0.695
H: 2.07561 0.97617 0.04882  0.231
H: 0.46495 1.83242 0.58569  0.231
H: 1.17642 0.45931 1.39223  0.211
H: 0.30206 0.32404 -1.53539  0.199
H: 0.50632 -1.83170 0.21004  0.484
H: -2.77538 0.32580 -0.03055  0.488


Here is 3 unconnected molecules or ions with the total composition C8H11ClN4O2 from the Open Molecules 2025 dataset. Energies are from ωB97M-V/def2-TZVPD.

Results
Energy relative to the best compared isomer or geometry (same formula, charge and spin), kJ/mol: 523.3
Highest occupied orbital energy, eV: -9.40
Kohn-Sham gap, eV: 9.5

Last column: natural (NBO) charge in e.
Atoms and positions in Å:
C: -1.50690 -1.10645 -1.46226  -0.306
C: -1.32411 -0.26531 0.84068  -0.273
C: -2.86830 -1.30543 -1.25525  -0.211
C: -2.66967 -0.46744 1.03943  -0.199
C: -0.86847 -0.45098 -0.46491  0.271
C: -3.44297 -0.94011 -0.02110  -0.074
C: 1.63516 -0.10374 -1.85287  -0.435
C: 1.71771 -0.43318 0.58019  -0.160
N: 1.73445 -0.29309 2.88153  -0.344
N: 1.27285 0.14757 1.79069  -0.150
N: 1.77457 2.79337 0.04603  0.351
N: 1.08752 0.19456 -0.53282  -0.479
O: 3.00954 2.80774 0.17122  -0.403
O: 0.93139 3.66890 0.31747  -0.387
Cl: -5.07407 -0.97823 0.34912  0.050
H: -0.90421 -1.51240 -2.22785  0.241
H: -0.63212 0.04104 1.55433  0.254
H: -3.59709 -1.63516 -2.00734  0.237
H: -3.18166 -0.35016 1.97206  0.231
H: 2.49082 0.63145 -1.87360  0.218
H: 1.96864 -1.19857 -1.97536  0.186
H: 1.03489 0.18180 -2.67291  0.217
H: 2.79154 -0.02981 0.71054  0.246
H: 1.78776 -1.58149 0.65323  0.200
H: 1.54677 0.27594 3.72015  0.334
H: 1.28596 1.90918 -0.28042  0.383


Here is 3 unconnected molecules or ions with the total composition C26H43BN4O4 from the Open Molecules 2025 dataset. Energies are from ωB97M-V/def2-TZVPD.

Results
2S+1: 3
Highest occupied orbital energy (spin up / spin down), eV: -8.14 / -8.14
<S²>: 2.01
Kohn-Sham gap (spin up / spin down), eV: 7.1 / 7.1

Last column: Löwdin spin population.
Atoms and positions in Å:
O: 8.52451 -1.36585 1.23597  0.000
B: 7.92491 -0.03146 0.90274  -0.001
O: 8.84278 1.12369 0.84932  0.000
C: 6.30688 -0.01450 0.60792  -0.005
C: 5.51694 0.93334 -0.47140  0.006
C: 3.88114 0.74205 -0.63058  -0.007
C: 2.98221 -0.35664 0.23855  0.003
N: 1.51139 -0.41465 -0.06382  -0.004
C: 0.85978 -1.45830 0.79926  0.004
C: 1.61035 -2.35571 1.92913  -0.004
N: 3.08215 -2.27743 2.22135  0.004
C: 3.76090 -1.27312 1.33331  -0.002
C: 5.38849 -1.08614 1.48919  0.008
H: 8.14098 -1.96993 0.50980  0.000
H: 9.64329 0.80405 0.29986  0.000
H: 6.12430 1.72080 -1.09998  0.000
H: 3.31098 1.42508 -1.39758  0.000
H: -0.30863 -1.62187 0.66058  0.000
H: 0.95216 -3.12932 2.54661  -0.001
H: 5.94453 -1.78810 2.27841  0.000
C: -3.80002 -6.94840 0.80621  0.002
C: -2.87976 -6.06871 1.70313  0.021
C: -3.54237 -5.78643 3.08219  0.013
C: -4.63159 -4.72000 3.05925  0.001
C: -4.14783 -3.45493 2.35621  0.013
C: -3.59193 -3.74526 0.94129  0.023
N: -2.54204 -4.81923 0.94543  0.312
O: -1.37599 -4.27318 1.51225  0.610
C: -4.77233 -4.13247 0.01020  0.001
C: -3.06847 -2.41022 0.31834  -0.001
C: -1.64269 -6.98706 1.98640  -0.001
H: -3.73599 -6.66248 -0.24775  0.001
H: -3.51686 -8.00857 0.82828  0.000
H: -4.85010 -6.90554 1.11465  0.000
H: -2.77442 -5.45838 3.79611  0.002
H: -3.96189 -6.71277 3.49559  0.001
H: -5.53275 -5.10801 2.57446  0.000
H: -4.92143 -4.47468 4.08733  0.001
H: -4.97623 -2.73756 2.30270  0.001
H: -3.37751 -2.97698 2.97805  0.003
H: -4.41900 -4.38084 -0.99756  0.001
H: -5.47949 -3.29667 -0.09269  0.000
H: -5.36842 -4.96836 0.37424  0.000
H: -2.28517 -1.93731 0.91835  -0.001
H: -3.87964 -1.67381 0.23978  0.000
H: -2.67740 -2.57487 -0.69280  0.000
H: -1.09792 -7.22054 1.06319  0.000
H: -1.96068 -7.93771 2.43375  0.000
H: -0.94039 -6.54068 2.69907  -0.001
C: 1.08521 6.63091 -3.52932  0.002
C: 0.69940 5.15369 -3.22242  0.021
C: -0.83578 4.93556 -3.34971  0.012
C: -1.65247 5.45133 -2.17022  0.001
C: -1.08328 4.94989 -0.84610  0.012
C: 0.42238 5.27402 -0.69363  0.022
N: 1.23363 4.80157 -1.86597  0.305
O: 1.32001 3.39962 -1.78724  0.618
C: 0.58626 6.80452 -0.49133  0.001
C: 0.93509 4.67799 0.65778  -0.001
C: 1.35964 4.34312 -4.38903  -0.001
H: 1.90496 6.97861 -2.89387  0.001
H: 1.44876 6.76415 -4.55631  0.000
H: 0.23978 7.31737 -3.41241  0.000
H: -1.04494 3.86181 -3.45147  0.002
H: -1.20805 5.40353 -4.27027  0.001
H: -1.68895 6.54501 -2.18291  0.000
H: -2.68964 5.11165 -2.27037  0.001
H: -1.65590 5.39216 -0.02133  0.001
H: -1.24883 3.86525 -0.77777  0.003
H: 1.64345 7.08437 -0.41294  0.001
H: 0.09640 7.13072 0.43757  0.000
H: 0.13542 7.40667 -1.27918  0.000
H: 0.79535 3.59499 0.72715  -0.001
H: 0.38820 5.11153 1.50597  0.000
H: 1.99861 4.89957 0.80695  0.000
H: 2.45350 4.42310 -4.36283  0.000
H: 1.02230 4.72155 -5.36267  0.000
H: 1.08981 3.28141 -4.37043  -0.001


Here is a single C19H20O10 molecule from the Open Molecules 2025 dataset. Energies are from ωB97M-V/def2-TZVPD.

Results
Energy relative to the best compared isomer or geometry (same formula, charge and spin), kJ/mol: 0.0
Highest occupied orbital energy, eV: -8.43
SMILES string: COc1c2ccoc2cc2oc(CO[C@@H]3O[C@H](CO)[C@@H](O)[C@H](O)[C@H]3O)cc(=O)c12
Kohn-Sham gap, eV: 8.6

Last column: natural (NBO) charge in e.
Atoms and positions in Å:
C: -5.50098 0.55301 0.28109  -0.242
O: -4.36062 0.83167 1.09424  -0.523
C: -3.70275 -0.29240 1.54559  0.450
C: -4.10461 -0.83736 2.74920  -0.200
C: -5.13771 -0.53679 3.72216  -0.280
C: -5.04228 -1.53576 4.68186  0.108
O: -3.95077 -2.35221 4.43129  -0.416
C: -3.42196 -1.93638 3.25307  0.320
C: -2.29881 -2.44929 2.59383  -0.296
C: -1.91181 -1.90359 1.36701  0.339
O: -0.74190 -2.42615 0.80980  -0.461
C: -0.14922 -1.79539 -0.27825  0.365
C: 1.19134 -2.26095 -0.77867  -0.114
O: 1.67095 -1.48494 -1.88392  -0.547
C: 2.74708 -0.53648 -1.71163  0.384
O: 2.46964 0.20804 -0.49454  -0.565
C: 3.50211 1.20902 -0.16351  0.061
C: 2.99875 1.93888 1.08818  -0.078
O: 1.68999 2.53606 0.91159  -0.717
C: 3.65446 2.17655 -1.35029  0.053
O: 4.68700 3.14790 -1.05709  -0.730
C: 4.00747 1.44673 -2.65084  0.066
O: 4.13022 2.33818 -3.75519  -0.715
C: 2.94464 0.37846 -2.90657  0.039
O: 3.38332 -0.39409 -4.03694  -0.729
C: -0.80188 -0.74686 -0.92269  -0.375
C: -2.08474 -0.28294 -0.43757  0.502
O: -2.69912 0.42089 -1.22575  -0.563
C: -2.61156 -0.82004 0.83069  -0.276
H: -6.30312 0.16722 0.92188  0.161
H: -5.82739 1.43820 -0.25503  0.204
H: -5.32739 -0.23132 -0.44365  0.186
H: -5.80758 0.32793 3.65101  0.244
H: -5.67755 -1.65421 5.56810  0.221
H: -1.79933 -3.31097 3.05537  0.239
H: 1.15283 -3.33023 -1.00827  0.209
H: 1.88959 -2.11583 0.06494  0.211
H: 3.65565 -1.13502 -1.59576  0.149
H: 4.49039 0.78013 0.04107  0.191
H: 3.69953 2.73000 1.39326  0.212
H: 2.96788 1.16692 1.89403  0.170
H: 1.13487 1.87670 0.45325  0.478
H: 2.70991 2.68228 -1.49003  0.188
H: 4.84840 3.72101 -1.81652  0.491
H: 4.94612 0.89981 -2.50114  0.169
H: 4.42134 1.80798 -4.52012  0.491
H: 1.95991 0.86913 -3.09942  0.185
H: 2.71528 -1.08119 -4.22906  0.489
H: -0.40564 -0.20229 -1.79002  0.253


Here is a single C2H4FNS molecule from the Open Molecules 2025 dataset. Energies are from ωB97M-V/def2-TZVPD.

Results
Energy relative to the best compared isomer or geometry (same formula, charge and spin), kJ/mol: 173.1
Highest occupied orbital energy, eV: -9.22
SMILES string: FC/C=N\S
Kohn-Sham gap, eV: 9.9

Last column: natural (NBO) charge in e.
Atoms and positions in Å:
F: -2.39570 -0.31269 0.03239  -0.346
C: -1.06903 -0.57815 -0.00672  -0.024
C: -0.30859 0.76624 -0.09263  0.073
N: 0.97120 0.85812 0.10945  -0.548
S: 2.10814 -0.49443 -0.02767  0.140
H: -0.70929 -1.18935 -0.86521  0.182
H: -0.76852 -1.01633 0.97118  0.185
H: -1.00599 1.66629 -0.28452  0.206
H: 3.17778 0.30032 0.16373  0.132


Here is 2 unconnected molecules or ions with the total composition C4H8O2 from the Open Molecules 2025 dataset. Energies are from ωB97M-V/def2-TZVPD.

Results
Energy relative to the best compared isomer or geometry (same formula, charge and spin), kJ/mol: 388.0
Highest occupied orbital energy, eV: -9.10
SMILES string: C=C(C=O)OC.[H][H]
Kohn-Sham gap, eV: 9.4

Last column: natural (NBO) charge in e.
Atoms and positions in Å:
C: 1.77276 0.24037 -0.18960  -0.403
C: 0.44057 0.15864 -0.05344  0.186
C: -0.33478 0.19139 1.24585  0.368
O: -0.18692 -0.37424 2.29874  -0.498
O: -0.28966 0.52825 -1.14630  -0.512
C: -1.68802 0.32186 -1.14290  -0.260
H: 2.50721 -0.24989 0.42898  0.222
H: 2.15039 0.81291 -1.02537  0.213
H: -1.09626 0.99143 1.14985  0.122
H: -1.97156 0.10441 -2.17461  0.204
H: -1.98877 -0.52751 -0.51513  0.181
H: -2.20805 1.22394 -0.80463  0.179
H: 1.13454 -1.95618 0.94071  -0.010
H: 1.50771 -1.63682 1.49355  0.007


Here is a molecular structure, C5H6MgO2Tl from the Open Molecules 2025 dataset. Energies are from ωB97M-V/def2-TZVPD.

Results
2S+1: 2
Highest occupied orbital energy (spin up / spin down), eV: -13.09 / -17.11
Net charge: +2
<S²>: 0.75
Kohn-Sham gap (spin up / spin down), eV: 4.4 / 8.5

Last column: natural (NBO) charge in e.
Atoms and positions in Å:
C: -0.01756 0.63087 0.31085  -0.224
C: 0.29734 0.70686 1.67186  -0.026
H: -0.00846 -0.04953 2.39788  0.243
H: 0.59832 1.68608 2.05381  0.237
O: -0.79750 2.66890 -0.56974  -0.858
C: -0.07542 1.57171 -0.68849  0.405
Mg: -0.92086 4.38304 -1.19886  1.004
H: 0.33381 1.32010 -1.67768  0.198
C: 0.86381 -0.78489 0.12771  -0.577
C: -0.20272 -1.81769 -0.02217  0.497
O: -0.45918 -2.44404 -1.03953  -0.630
Tl: -2.06008 -4.18095 -2.10451  0.988
H: 1.45373 -1.00652 -0.78581  0.295
H: 1.82535 -0.68938 0.64996  0.303
H: -0.83059 -1.99456 0.87470  0.144


no.,molar mass (g mol⁻¹)
1,792.5
2,82.1
3,90.1
4,230.7
5,486.5
6,408.4
7,93.1
8,88.1
9,326.8